Arrangement one

Molecular formula: H12O5S
Method: DFT, wB97M-V/def2-TZVPD

The geometry in XYZ format:
```
18
Properties=species:S:1:pos:R:3:nbo_charge:R:1
S -1.094 -2.114 1.727 -0.2847
H -0.908 -1.668 2.968 0.1434
H -0.078 -2.986 1.695 0.1422
H -0.161 3.139 -2.780 0.4875
H -0.255 2.142 -1.408 0.4785
O 0.136 2.927 -1.831 -0.9667
H -1.671 0.675 0.501 0.5061
H -1.772 0.750 -1.073 0.4684
O -1.712 0.140 -0.325 -0.9621
H 0.306 -1.846 -2.157 0.4700
H -0.564 -1.051 -1.131 0.4994
O 0.207 -1.026 -1.630 -0.9776
H 1.409 0.988 1.837 0.4669
H 1.081 1.575 0.531 0.4915
O 0.679 1.286 1.364 -0.9623
H 2.103 -0.149 -1.048 0.5024
H 3.416 0.755 -1.028 0.4773
O 2.515 0.610 -0.644 -0.9803
```

Output
SMILES string = O.O.O.O.O.S
E_HOMO = -9.5 eV
Orbital gap = 9.927 eV
Spin multiplicity = 1
Molar mass = 124.16 u

***

Arrangement two

Molecular formula: H12O5S
Method: DFT, wB97M-V/def2-TZVPD

The geometry in XYZ format:
```
18
Properties=species:S:1:pos:R:3:nbo_charge:R:1
S 3.269 0.376 3.784 -0.2911
H 2.167 -0.054 4.440 0.1450
H 2.561 0.357 2.652 0.1458
H -0.925 1.350 -2.668 0.4806
H -1.704 2.473 -2.136 0.4730
O -1.058 1.829 -1.917 -0.9490
H 0.506 1.494 -0.394 0.5064
H 2.015 1.063 0.149 0.4815
O 1.005 1.024 0.327 -0.9921
H 1.567 -1.841 0.347 0.4712
H 1.492 -3.189 0.914 0.4630
O 2.092 -2.617 0.451 -0.9343
H -3.021 0.664 1.408 0.4646
H -1.710 0.755 0.651 0.4782
O -2.479 0.173 0.753 -0.9430
H -2.071 -1.474 -3.623 0.4615
H -1.980 -1.456 -2.242 0.4616
O -1.727 -0.928 -2.897 -0.9227
```

Output
SMILES string = O.O.O.O.O.S
E_HOMO = -9.5 eV
Orbital gap = 9.940 eV
Spin multiplicity = 1
Molar mass = 124.16 u

***

Order from most stable to least stable according to the calculation: arrangement one, arrangement two

***

Arrangement one

Molecular formula: C7H10N3S
Method: DFT, wB97M-V/def2-TZVPD

The geometry in XYZ format:
```
21
Properties=species:S:1:pos:R:3:nbo_charge:R:1
C 0.058 3.000 2.031 -0.0771
C -0.403 2.170 1.034 -0.0956
C 0.549 1.006 2.633 0.1822
C -0.420 -2.595 -1.414 -0.0215
C -0.477 -2.700 -0.047 -0.4501
C -0.329 -0.416 -0.813 -0.1185
C 0.361 -1.022 -3.075 -0.4310
N 0.621 2.243 2.948 -0.4766
N -0.151 0.890 1.483 -0.5476
N -0.251 -1.291 -1.837 -0.3020
S -0.473 -1.108 0.698 0.7042
H 0.158 4.069 1.886 0.2442
H -1.085 2.303 0.230 0.2214
H -0.618 -3.406 -2.044 0.2407
H -0.916 -3.590 0.446 0.2685
H 1.108 0.165 3.148 0.2326
H 1.438 -0.816 -2.859 0.2339
H 0.261 -1.902 -3.822 0.2496
H -0.122 -0.169 -3.623 0.2393
H -0.343 0.626 -0.914 0.2492
H 1.035 2.544 3.912 0.4544
```

Output
E_HOMO = -12.7 eV
Orbital gap = 9.032 eV
Charge = +1
Spin multiplicity = 1
Molar mass = 168.25 u

***

Arrangement two

Molecular formula: C7H10N3S
Method: DFT, wB97M-V/def2-TZVPD

The geometry in XYZ format:
```
21
Properties=species:S:1:pos:R:3:nbo_charge:R:1
C 2.054 -0.878 -2.069 0.4123
C 0.092 -2.216 0.670 0.1709
C -1.306 -0.590 -0.034 0.2623
C 1.055 -1.255 1.113 -0.5183
C 0.910 0.092 0.087 0.3101
C 1.569 1.413 0.453 -0.6018
C -3.033 1.656 -0.460 -0.7059
N -1.039 -1.925 0.206 -0.4245
N -0.397 0.302 -0.338 -0.6021
N 1.701 -0.622 -1.003 -0.2270
S -2.938 -0.150 -0.153 0.4069
H 2.747 -0.996 -2.927 0.3094
H 0.137 -3.206 1.007 0.2148
H 0.718 -0.893 2.086 0.2676
H 2.152 -1.516 1.225 0.2578
H 2.544 1.344 0.739 0.2259
H 0.860 1.691 1.323 0.2582
H 1.424 2.048 -0.418 0.2441
H -3.307 2.064 0.459 0.2345
H -3.880 1.799 -1.133 0.2505
H -2.064 1.838 -0.833 0.2544
```

Output
SMILES string = C#[N+][C@]1(C)CC=NC(SC)=N1
E_HOMO = -12.6 eV
Orbital gap = 8.059 eV
Charge = +1
Spin multiplicity = 1
Molar mass = 168.25 u

***

Order from most stable to least stable according to the calculation: arrangement one, arrangement two